{
  "formula": "C2H2CsFO2",
  "method": "ωB97M-V with the def2-TZVPD basis set",
  "de_lowest_kcal_mol": 140.8,
  "e_lumo_ha": [-0.0328, -0.0328],
  "gap_ev": [5.4, 5.4],
  "species": ["Cs", "F", "O", "O", "C", "C", "H", "H"],
  "xyz": [[-2.111, 2.517, 0.203], [0.837, -2.023, -0.505], [-0.335, -0.495, -1.310], [-0.169, 0.933, -1.300], [0.505, -0.275, 0.938], [0.075, -0.983, -0.126], [1.427, 0.395, 0.383], [-0.230, -0.069, 1.717]],
  "atomic_forces_ev_per_a": [[0.6395, -0.5743, -0.3108], [-0.0691, -1.6056, -0.0745], [-0.6750, -0.0384, 1.8868], [-1.2350, 0.1128, -0.3757], [1.2334, 1.0625, 0.7928], [1.9823, 1.6667, -3.9975], [-2.3569, -1.8024, 2.3110], [0.4808, 1.1786, -0.2321]]
}


{
  "formula": "H12O6Ti",
  "method": "ωB97M-V with the def2-TZVPD basis set",
  "spin_multiplicity": 4,
  "de_lowest_kcal_mol": 7.2,
  "e_lumo_ha": [-0.1054, -0.1284],
  "gap_ev": [4.7, 12.0],
  "total_charge": 1,
  "species": ["Ti", "O", "O", "O", "O", "O", "O", "H", "H", "H", "H", "H", "H", "H", "H", "H", "H", "H", "H"],
  "xyz": [[0.108, -0.138, 0.117], [2.412, -0.366, 0.622], [-2.256, 0.404, -0.418], [0.160, 2.187, 0.662], [0.229, -2.444, -0.382], [0.317, 0.070, -2.284], [-0.800, -0.132, 2.463], [-1.494, 0.305, 2.971], [-2.447, 0.489, -1.363], [0.804, -3.218, -0.470], [0.348, 0.789, -2.931], [-0.162, -0.650, -2.729], [-0.731, 2.565, 0.596], [-0.343, -2.454, -1.163], [0.701, 2.712, 0.056], [-2.564, 1.234, -0.022], [3.024, -0.999, 1.024], [-0.271, -0.605, 3.119], [2.969, 0.252, 0.131]],
  "atomic_forces_ev_per_a": [[-0.1415, 0.3009, 0.1104], [0.1069, 0.0074, -0.0660], [0.4605, 0.1944, 0.1021], [-0.2934, -0.2045, -0.2230], [-0.1386, 0.1600, -0.3144], [-0.2141, -0.2637, -0.0465], [0.2885, -0.1306, -0.0949], [0.0456, -0.0210, -0.1499], [0.0145, -0.0100, 0.1482], [0.0360, 0.2399, 0.1167], [0.0896, -0.0402, 0.2010], [0.1783, 0.1635, -0.0538], [0.2307, 0.1506, 0.0975], [-0.0102, -0.2794, 0.1973], [-0.0655, -0.0778, 0.1129], [-0.1800, -0.2082, -0.0923], [-0.2245, 0.0275, -0.0097], [-0.0754, 0.0730, -0.0863], [-0.1075, -0.0819, 0.0507]]
}


{
  "formula": "C23H19Cl9F32O4",
  "method": "ωB97M-V with the def2-TZVPD basis set",
  "spin_multiplicity": 2,
  "e_lumo_ha": [0.0740, 0.0738],
  "gap_ev": [2.3, 9.3],
  "total_charge": -1,
  "species": ["Cl", "Cl", "Cl", "Cl", "Cl", "Cl", "Cl", "Cl", "Cl", "F", "F", "F", "F", "F", "F", "F", "F", "F", "F", "F", "F", "F", "F", "F", "F", "F", "F", "F", "F", "F", "F", "F", "F", "F", "F", "F", "F", "F", "F", "F", "F", "O", "O", "O", "O", "C", "C", "C", "C", "C", "C", "C", "C", "C", "C", "C", "C", "C", "C", "C", "C", "C", "C", "C", "C", "C", "C", "C", "H", "H", "H", "H", "H", "H", "H", "H", "H", "H", "H", "H", "H", "H", "H", "H", "H", "H", "H"],
  "xyz": [[-3.014, 4.296, 0.790], [-0.142, 2.133, 1.386], [-4.222, 1.950, 3.729], [-4.290, 5.389, -1.619], [-7.140, 1.803, 4.449], [-4.703, 6.588, 1.022], [-1.674, 0.734, -0.509], [-1.265, -0.521, 2.155], [-6.261, 3.369, 2.198], [-2.621, 0.073, -5.891], [-1.660, -1.903, -1.939], [0.739, 0.655, -2.224], [-4.418, 0.894, -6.479], [-2.080, -4.969, -2.243], [4.740, 1.177, 1.043], [4.509, 4.823, 3.801], [-0.633, -5.102, 0.100], [3.525, -0.372, -1.521], [3.807, 1.126, -6.171], [-3.541, -4.448, -3.655], [2.005, 1.890, -5.405], [3.557, 4.791, 5.713], [-2.100, -4.303, 1.389], [1.613, 1.140, -8.133], [2.152, -0.827, -7.667], [-0.210, -5.787, 2.634], [3.124, -1.949, -2.971], [1.034, -1.162, -0.936], [3.019, -0.020, 1.692], [2.643, -2.567, 3.882], [-0.496, -1.631, 5.494], [-3.626, -2.388, -1.359], [5.747, -1.185, 1.750], [1.184, -2.628, 6.385], [2.008, 2.562, 4.823], [6.120, 0.199, 3.306], [2.369, -0.722, 4.928], [-3.994, 1.724, -3.920], [1.247, -4.309, 2.155], [1.564, 4.317, 3.642], [-5.605, 0.210, -4.023], [-0.476, -3.645, 3.477], [3.693, 1.456, 3.142], [-3.458, -1.759, -3.364], [2.466, -0.182, -4.890], [-3.452, -0.365, -3.107], [-1.498, 1.030, 1.232], [2.554, 0.811, -5.931], [5.129, -0.433, 2.664], [3.127, 0.316, -3.661], [1.747, 0.296, -7.162], [-5.840, 2.836, 3.789], [-2.812, -2.532, -2.390], [1.670, -1.790, 4.325], [0.051, -3.773, 4.774], [4.131, 0.564, 2.104], [3.699, 4.090, 4.603], [-0.812, -4.267, 1.092], [2.739, -0.686, -2.596], [-2.518, -3.971, -3.013], [-3.933, 0.039, -5.612], [-3.551, 5.844, -0.081], [0.559, -2.420, 5.250], [-0.018, -4.468, 2.375], [-4.269, 0.410, -4.151], [1.292, -0.627, -2.145], [2.489, 3.394, 3.908], [3.125, 2.733, 2.710], [4.206, 0.384, -3.800], [-2.686, 6.483, -0.259], [-0.611, -4.290, 5.469], [4.333, 3.323, 5.048], [-0.633, -3.273, 0.682], [2.382, 2.564, 1.930], [-4.467, -0.888, -5.823], [0.920, -4.422, 4.665], [-1.815, -3.872, -3.840], [3.891, 3.318, 2.202], [-2.446, 1.502, 1.491], [0.747, 0.110, -6.770], [4.628, -1.115, 3.351], [2.908, 1.300, -3.247], [-3.893, -0.175, -2.128], [1.251, -1.459, 3.375], [0.710, -1.247, -2.827], [-2.476, 0.120, -3.127], [-5.797, 3.689, 4.466]],
  "atomic_forces_ev_per_a": [[0.5366, -0.2270, -0.2519], [1.0142, 1.1337, 0.6142], [-1.2673, 0.7148, 0.2751], [-0.0071, 0.2726, -0.0894], [0.3094, -0.0628, -0.0044], [-0.2164, 0.6856, -0.1545], [-0.4899, -0.3029, -1.1783], [0.1067, -1.4815, 1.0283], [-0.1011, 0.2227, -0.3717], [0.9523, -0.9698, 0.7770], [-0.2471, -1.3829, -1.1419], [1.4421, -1.2693, 0.2182], [-1.6465, 1.9921, -1.0474], [0.2342, 0.4542, 1.4222], [-0.6439, 0.1651, 0.5173], [-0.4765, 0.4573, -0.8925], [1.2658, -1.9605, -0.5456], [0.0133, 0.0288, 0.1971], [1.4048, -0.0116, -0.7378], [-3.3363, -0.4939, -0.6942], [-1.0279, 1.4736, -0.4984], [-2.0599, 1.9784, 1.2134], [-1.7386, -0.3741, 0.7847], [0.5028, 2.4705, -1.7759], [1.7785, -2.2455, -0.5908], [0.1595, -0.5209, 0.9888], [-0.8601, 0.4316, 0.2001], [0.9233, 0.5381, 0.1460], [-0.2275, -0.8990, -0.9886], [1.0312, -2.3049, 0.6766], [0.2194, 0.7750, -0.4042], [-0.5310, -1.7664, 1.6183], [-0.2748, -0.2228, -1.2696], [0.8490, -0.4807, 2.5833], [-0.5470, -0.8409, 0.1172], [0.2690, 0.8190, 0.4968], [-1.5420, -1.2106, -0.0491], [-0.3330, -0.2822, -0.1659], [2.1134, 0.4665, -0.1969], [-0.5909, 0.1119, -0.8690], [0.0116, 0.0930, 0.0720], [-0.7480, -0.6685, -2.9898], [1.3500, -0.1017, -1.1921], [1.5366, -1.0373, -1.1933], [0.8314, 2.0358, -0.6475], [-0.5845, 0.8410, 0.2022], [-0.7643, 0.6201, -0.8458], [-0.6062, -2.2170, 1.8968], [-0.1282, -0.9424, 1.5353], [-0.1935, -0.8240, -0.5898], [-2.2438, -0.1077, 3.0575], [0.5560, -0.6667, 0.3506], [-0.3653, 2.2252, -0.1868], [-0.8932, 3.0324, -1.4478], [1.7292, -1.1310, -1.3150], [-0.6560, 2.3387, 1.0111], [2.4079, -2.0251, 1.0675], [-0.6688, 4.0065, -0.0464], [1.9686, 0.5094, 0.8155], [1.8494, 1.0157, -0.9993], [-0.4820, -0.5175, 0.5336], [-0.0167, -0.8179, 0.3848], [0.5520, -0.6885, -1.1481], [-1.9974, -0.5102, 1.9525], [0.9448, -0.2390, 0.0628], [-2.5629, -0.3879, -1.0666], [2.4914, 2.0027, 1.2530], [-0.4475, -1.9473, -1.8463], [0.0656, -0.7877, -0.0246], [-0.2222, -0.0506, 0.0794], [-0.3496, 0.5719, 0.0350], [0.0585, -1.1304, -1.1092], [0.4149, 0.3666, 0.2086], [-0.3771, -0.2092, 0.1877], [0.8048, -0.7047, 0.0793], [0.3555, -0.0265, 0.4949], [0.9240, 0.8926, 0.4957], [0.0175, 0.2957, 0.6181], [0.0280, 0.2613, 0.6056], [-0.2447, 0.0712, 0.4149], [-0.1844, 0.1373, 0.1641], [-1.0010, 0.1053, -0.6834], [-0.0323, 0.1882, -0.0141], [-0.7693, 0.8077, 0.4310], [-0.0211, 0.1475, -0.3808], [0.2679, -0.4782, -0.0053], [0.4343, -0.2299, -0.2338]]
}


{
  "formula": "C5H6O",
  "method": "ωB97M-V with the def2-TZVPD basis set",
  "de_lowest_kcal_mol": 69.0,
  "e_lumo_ha": 0.0204,
  "gap_ev": 10.6,
  "smiles": "CCC#CC=O",
  "species": ["O", "C", "C", "C", "C", "C", "H", "H", "H", "H", "H", "H"],
  "xyz": [[1.681, 1.047, 1.223], [0.571, -0.396, -0.835], [-0.686, -0.816, -0.250], [2.231, 0.443, 0.330], [1.624, 0.208, -1.006], [-1.600, 0.387, 0.003], [-1.779, 0.930, -0.929], [-1.149, -1.599, -0.850], [-2.556, 0.049, 0.412], [-0.407, -1.272, 0.713], [3.197, -0.057, 0.475], [-1.129, 1.075, 0.713]],
  "atomic_forces_ev_per_a": [[0.5024, -0.0497, -0.4575], [0.0847, 0.1278, -0.1730], [-0.1173, -0.1283, -0.1260], [0.2955, 0.3286, 0.3299], [-0.5380, -0.1550, 0.6112], [-0.1258, 0.0387, -0.0201], [-0.0612, -0.0707, 0.1295], [-0.1649, -0.0060, 0.0299], [0.0721, 0.0838, -0.0494], [-0.0238, -0.0254, -0.2086], [0.1434, 0.0301, 0.1021], [-0.0672, -0.1739, -0.1681]]
}


{
  "formula": "C4H5N3",
  "method": "ωB97M-V with the def2-TZVPD basis set",
  "de_lowest_kcal_mol": 120.5,
  "e_lumo_ha": [-0.0229, -0.0169],
  "gap_ev": [6.7, 7.1],
  "smiles": "CN(C#N)C=C=N",
  "species": ["N", "N", "N", "C", "C", "C", "C", "H", "H", "H", "H", "H"],
  "xyz": [[-0.396, -0.212, -0.150], [2.418, 1.655, 0.272], [1.343, -2.105, -0.146], [0.017, 1.074, 0.020], [1.362, 1.148, -0.020], [-1.740, -0.733, -0.007], [0.759, -1.094, -0.081], [-1.903, -1.507, -0.760], [-0.691, 1.883, -0.110], [3.194, 0.995, 0.146], [-1.891, -1.171, 0.984], [-2.471, 0.067, -0.150]],
  "atomic_forces_ev_per_a": [[2.0215, -3.0419, 0.1445], [2.1211, -0.6125, 1.7673], [-0.2325, 1.3250, 0.1665], [-0.2621, 1.3349, -0.5009], [-1.4629, 0.6726, -0.0998], [-0.0596, -0.3892, 0.4649], [-2.9006, -0.3915, -0.5333], [0.0273, 0.1050, 0.0868], [0.0888, -0.0152, -0.4734], [0.4759, 0.9600, -0.9353], [-0.1256, 0.0466, -0.0594], [0.3089, 0.0061, -0.0279]]
}


{
  "formula": "C4H6O4",
  "method": "ωB97M-V with the def2-TZVPD basis set",
  "de_lowest_kcal_mol": 91.7,
  "e_lumo_ha": -0.0575,
  "gap_ev": 8.5,
  "smiles": "COC(=O)C(=O)CO",
  "species": ["O", "O", "O", "O", "C", "C", "C", "C", "H", "H", "H", "H", "H", "H"],
  "xyz": [[-1.946, 1.603, 0.177], [1.028, 2.044, -0.156], [-2.976, -0.337, -0.137], [1.031, -0.194, -0.111], [0.417, 0.967, 0.022], [2.413, -0.452, 0.061], [-1.595, -0.641, 0.041], [-1.002, 0.725, 0.082], [-2.990, 0.722, -0.313], [2.997, -0.295, 1.039], [-1.396, -1.258, -0.913], [2.424, -1.627, 0.078], [-1.420, -1.247, 0.924], [3.014, -0.011, -0.795]],
  "atomic_forces_ev_per_a": [[6.0399, -0.5456, -0.4805], [-2.3292, -2.6836, 1.2035], [-0.6639, 0.2014, -0.1219], [-0.4048, -1.0988, 1.4749], [4.8371, 4.0699, -1.8143], [2.2406, -2.3906, -0.2624], [-2.4197, -0.3731, -3.0809], [-5.9281, 2.7037, 1.0396], [-0.1126, -3.2519, 0.9574], [-1.7432, 0.9058, -1.0475], [0.8556, 0.8690, 1.5335], [0.1806, 2.2174, -0.7256], [0.2193, 0.0369, 0.2534], [-0.7716, -0.6607, 1.0707]]
}